No. 1
A 3-piece molecular cluster, C25H27ClF11N2O5 overall. Source: the Open Molecules 2025 dataset; level of theory: ωB97M-V with the def2-TZVPD basis set.

Positions of all 71 atoms, in Å:
C -1.8479 -3.4459 4.4728
C -2.1689 -3.2615 2.9737
C -1.5244 -1.9886 2.3124
Cl -0.4012 -1.1506 3.4535
C -0.6919 -2.3986 1.0851
N 0.5972 -2.1460 1.1330
N 1.3074 -2.5238 0.1066
C 2.7915 -2.2464 0.2316
O 3.3446 -1.8490 -0.9618
C 2.8788 -0.5571 -1.3794
C 0.9270 -3.1228 -0.9916
C -0.4417 -3.3897 -1.1372
C -1.2350 -3.0201 -0.0831
C -2.7426 -3.3369 -0.2069
F -2.9388 -3.6935 -1.5287
F -3.0712 -4.4402 0.4953
C -3.6546 -2.1694 0.0620
C -3.3501 -0.8997 -0.3994
C -4.1937 0.1619 -0.1851
C -5.3720 -0.0014 0.5107
C -5.6692 -1.2644 0.9839
C -6.9415 -1.4279 1.7851
F -7.9984 -0.8409 1.2153
F -7.2412 -2.7193 2.0074
F -6.7823 -0.8526 3.0026
C -4.8277 -2.3236 0.7603
H -2.0923 -2.5720 5.0773
H -0.8080 -3.7605 4.6062
H -2.4490 -4.2970 4.8194
H -1.8198 -4.1664 2.4699
H -3.2573 -3.1784 2.8962
H -2.2804 -1.2468 2.0555
H 2.9099 -1.4292 0.9602
H 3.2978 -3.1140 0.6663
H 3.3517 0.2749 -0.8474
H 1.7816 -0.5016 -1.3583
H 3.1703 -0.4512 -2.4297
H 1.6384 -3.4063 -1.7605
H -0.8217 -3.8565 -2.0365
H -2.4320 -0.7553 -0.9703
H -3.8970 1.1230 -0.5973
H -5.9982 0.8709 0.6701
H -5.1306 -3.2883 1.1621
C 6.3827 4.3889 -2.6784
C 5.0204 4.1036 -2.0839
O 4.0348 3.9250 -3.1180
C 3.9653 2.7219 -3.6597
O 4.6442 1.7786 -3.3677
C 2.8407 2.6827 -4.7031
F 2.8441 3.7664 -5.4817
F 1.6394 2.6209 -4.1024
F 2.9470 1.6166 -5.4957
H 6.3329 5.2440 -3.3532
H 7.1054 4.6017 -1.8915
H 6.7431 3.5396 -3.2594
H 4.6860 4.9531 -1.4913
H 5.0433 3.2361 -1.4242
C 1.4383 1.5502 2.3369
C 0.2278 1.7412 1.4502
O 0.1858 3.0701 0.9058
C 0.9186 3.2789 -0.1805
O 1.6004 2.4597 -0.7299
C 0.7308 4.7215 -0.6690
F 0.7660 5.5928 0.3436
F -0.4522 4.8585 -1.2816
F 1.6785 5.0687 -1.5336
H 1.4684 2.3096 3.1187
H 1.4148 0.5659 2.8001
H 2.3633 1.6433 1.7648
H -0.6832 1.6225 2.0349
H 0.1979 1.0003 0.6484

Calculated values
Net charge: +1
Total energy, eV: -81989.271
HOMO energy, eV: -13.2
LUMO, eV: -4.9
Multiplicity: 1
Orbital gap, eV: 8.32


No. 2
C9H13NO2S as an isolated structure. Source: the Open Molecules 2025 dataset; level of theory: ωB97M-V with the def2-TZVPD basis set.

Positions of all 26 atoms, in Å:
C -0.7431 -0.8090 0.3376
C 0.1741 -0.1414 0.6960
C -3.3435 3.0676 -0.8287
C -3.2141 2.7493 0.3037
C -1.9839 -1.3757 -0.0476
C -1.7805 -2.6604 -0.8720
C 1.8990 1.3865 -0.2790
C 2.4955 -0.5806 1.1450
C 1.4585 0.4874 0.9114
N -2.9804 -0.4311 -0.6035
O -5.2147 -1.3201 0.7004
O -2.7352 -1.6987 1.1172
S -3.9448 -0.5828 0.8574
H -3.7046 3.3374 -1.7563
H -2.7940 0.4709 -1.0809
H -2.8607 2.4945 1.2407
H -0.9304 -2.4304 -1.5898
H -2.6708 -2.9304 -1.5656
H -1.5025 -3.2758 -0.0136
H 1.3964 1.0524 -1.1504
H 2.9675 1.1772 -0.3801
H 1.8865 2.5228 -0.0270
H 2.5748 -1.4295 0.5363
H 3.5692 -0.2757 1.2166
H 2.4508 -1.1441 2.0436
H 1.2493 1.0207 1.7676

Calculated values
Energy relative to the best compared isomer or geometry (same formula, charge and spin), kJ/mol: 695.33
Total energy, eV: -25957.494
HOMO energy, eV: -9.5
LUMO, eV: 0.7
Multiplicity: 1
Orbital gap, eV: 10.20


No. 3
ClZr as an isolated structure. Source: the Open Molecules 2025 dataset; level of theory: ωB97M-V with the def2-TZVPD basis set.

Positions of all 2 atoms, in Å:
Zr -28.8957 18.6201 18.4907
Cl -28.5300 16.8344 17.8039

Calculated values
Net charge: +3
Energy relative to the best compared isomer or geometry (same formula, charge and spin), kJ/mol: 57.54
Total energy, eV: -13757.343
HOMO energy, eV: -33.3
LUMO, eV: -21.8
Multiplicity: 1
Orbital gap, eV: 11.55


No. 4
A 18-piece molecular cluster, C78H66Cl18F12 overall. Source: the Open Molecules 2025 dataset; level of theory: ωB97M-V with the def2-TZVPD basis set.

Positions of all 174 atoms, in Å:
F 0.4835 0.6432 -4.6218
C 1.4504 1.0409 -3.8308
C 1.2319 0.7919 -2.4523
C 2.2020 1.1431 -1.5646
C 3.3186 1.8811 -1.9727
C 3.4341 2.1728 -3.3190
C 2.5198 1.7481 -4.2664
H 0.2655 0.2978 -2.1542
H 1.9397 1.1218 -0.5089
H 4.0157 2.2484 -1.2105
H 4.3063 2.7794 -3.5959
H 2.5613 2.0487 -5.3091
F -0.5164 1.7616 1.3496
C -0.7367 0.6573 0.6284
C -1.9285 0.5597 -0.0713
C -2.1893 -0.6010 -0.7548
C -1.2795 -1.6713 -0.7261
C -0.0106 -1.4744 -0.1494
C 0.2811 -0.3251 0.5638
H -2.6437 1.3852 -0.0197
H -3.1110 -0.8137 -1.2374
H -1.5259 -2.4753 -1.3546
H 0.6682 -2.2914 -0.0671
H 1.2928 -0.2346 1.0526
F -3.7794 -3.3986 -1.4772
C -4.8362 -3.3665 -0.6292
C -4.5164 -3.3505 0.7673
C -5.6040 -3.2981 1.6398
C -6.8855 -3.3101 1.1828
C -7.1980 -3.2761 -0.2116
C -6.1111 -3.4227 -1.1199
H -3.4395 -3.3427 0.9619
H -5.4223 -3.2689 2.7089
H -7.7453 -3.3278 1.8484
H -8.2001 -3.2196 -0.5714
H -6.1917 -3.3018 -2.1928
F 0.8018 -2.0706 -3.6188
C 1.8903 -2.8208 -3.7937
C 1.9059 -3.7772 -4.7966
C 3.0889 -4.4545 -5.0644
C 4.2298 -4.2416 -4.2842
C 4.1519 -3.3665 -3.1668
C 2.9795 -2.7500 -2.8710
H 1.0450 -3.9122 -5.4272
H 3.1360 -5.1728 -5.8362
H 5.1579 -4.8439 -4.4562
H 5.0052 -3.3573 -2.4688
H 2.9104 -2.2400 -1.9249
F -1.1407 -5.1074 -0.3206
C 0.0890 -5.6154 -0.1445
C 0.5268 -5.9065 1.1409
C 1.8698 -6.2234 1.3250
C 2.7285 -6.3288 0.2136
C 2.2288 -6.0604 -1.0598
C 0.9116 -5.7627 -1.2234
H -0.1399 -5.9066 1.9726
H 2.2425 -6.4844 2.3291
H 3.7842 -6.6382 0.4233
H 2.8046 -5.9919 -1.9877
H 0.5916 -5.5422 -2.2311
F -4.3640 0.2118 -4.7171
C -4.8796 0.6765 -3.5284
C -4.9565 2.0149 -3.2736
C -5.5545 2.4873 -2.0788
C -6.0496 1.6109 -1.1300
C -5.8480 0.2442 -1.3438
C -5.2435 -0.2124 -2.5462
H -4.6035 2.7683 -3.9886
H -5.7088 3.5635 -1.9596
H -6.4511 1.9906 -0.1149
H -6.2771 -0.4601 -0.6608
H -5.2119 -1.2143 -2.8656
F -2.7202 7.5214 6.4797
C -2.7713 6.2475 6.8963
C -3.7628 5.4206 6.3511
C -3.6988 4.0818 6.6439
C -2.7769 3.6171 7.5129
C -1.7765 4.3740 8.0237
C -1.7589 5.7394 7.6951
H -4.4755 5.7465 5.6390
H -4.3828 3.3775 6.2806
H -2.8056 2.5303 7.6892
H -1.0541 3.8875 8.6769
H -0.9811 6.4097 8.0420
F 8.0829 -2.5257 -4.0957
C 8.1340 -2.2862 -2.7658
C 7.2183 -1.4201 -2.0833
C 7.3880 -1.2367 -0.7231
C 8.4329 -1.8008 -0.0205
C 9.4104 -2.4713 -0.7299
C 9.2581 -2.7371 -2.1113
H 6.3245 -0.9784 -2.5718
H 6.6851 -0.5994 -0.2138
H 8.5891 -1.5226 0.9897
H 10.2547 -2.8656 -0.2305
H 9.9850 -3.1735 -2.8036
F 2.5267 4.4710 2.4277
C 1.6131 5.1527 1.7140
C 1.1697 6.3707 2.2717
C 0.4560 7.2507 1.4659
C 0.0037 6.7874 0.2228
C 0.3478 5.5417 -0.2764
C 1.1205 4.6400 0.4934
H 1.5170 6.8536 3.1696
H 0.2633 8.2098 1.8901
H -0.6698 7.4090 -0.3778
H -0.1498 5.2478 -1.1742
H 1.4788 3.7021 0.0997
F 4.8039 1.4836 0.8888
C 4.5640 1.1222 2.1416
C 5.7012 0.8508 2.9176
C 5.5982 0.6591 4.3077
C 4.3510 0.7666 4.8737
C 3.1864 0.8553 4.1092
C 3.2968 1.0695 2.7335
H 6.6656 0.7628 2.4208
H 6.5545 0.6010 4.8386
H 4.1772 0.7010 5.9279
H 2.2366 0.8223 4.5982
H 2.3640 1.1106 2.1067
F -2.5299 -4.6718 -3.8908
C -2.1478 -3.7220 -4.7347
C -1.5121 -4.0511 -5.9304
C -1.1180 -3.0404 -6.8081
C -1.2973 -1.6692 -6.5244
C -1.8420 -1.3722 -5.2432
C -2.2881 -2.3759 -4.4089
H -1.3791 -5.1583 -6.2569
H -0.5452 -3.3095 -7.7274
H -1.0597 -0.9190 -7.2680
H -2.0098 -0.2995 -4.9597
H -2.7816 -2.2318 -3.4898
F -2.2026 -3.3122 3.2624
C -1.5552 -2.3734 3.8695
C -1.8041 -1.0022 3.5466
C -1.1499 0.0265 4.1436
C -0.2658 -0.2874 5.1748
C 0.0110 -1.6148 5.5392
C -0.6300 -2.6659 4.8813
H -2.5153 -0.8713 2.7973
H -1.3190 1.0769 3.8503
H 0.1958 0.5289 5.7102
H 0.7204 -1.7265 6.2666
H -0.4022 -3.6768 5.1343
C -0.9151 4.3469 -3.5090
Cl -1.4108 3.5152 -4.9999
Cl -2.0891 3.9360 -2.2110
Cl -0.7979 6.0062 -3.6535
H 0.0381 3.9373 -3.1498
C -2.4537 4.9827 1.9790
Cl -3.3908 5.6282 0.5898
Cl -3.1646 3.5922 2.7750
Cl -2.3307 6.3072 3.1727
H -1.4747 4.7849 1.6070
C -4.2185 8.4649 -3.7736
Cl -4.0076 7.3421 -2.4401
Cl -4.9282 7.6458 -5.2431
Cl -2.7014 9.2906 -4.0939
H -5.0165 9.1772 -3.5437
C -2.9255 -7.4057 -1.9382
Cl -3.4323 -7.9603 -3.4956
Cl -1.8457 -8.4494 -1.0079
Cl -4.3819 -6.9677 -0.8654
H -2.3404 -6.4916 -2.0137
C 0.9689 4.4780 5.3434
Cl 0.5786 6.2235 5.7003
Cl -0.5045 3.6603 4.8459
Cl 1.5682 3.6862 6.7694
H 1.7137 4.4586 4.6051
C 3.3312 -3.0543 1.4539
Cl 3.6257 -1.6201 0.4854
Cl 2.4215 -2.7929 2.9155
Cl 4.9521 -3.6776 1.7898
H 2.8331 -3.7198 0.7747

Calculated values
Total energy, eV: -339967.082
HOMO energy, eV: -9.0
LUMO, eV: 0.4
Multiplicity: 1
Orbital gap, eV: 9.40